No. 1
ORCA calculation (ωB97M-V/def2-TZVPD) on C41H37CoF3N3SSb as an isolated structure.

XYZ file:
```
87
C41H37CoF3N3SSb (ωB97M-V/def2-TZVPD)
Co 0.33 0.36 -1.84
C -2.91 -4.91 1.03
C -2.42 -5.41 -0.30
C -2.57 -6.73 -0.68
C -2.15 -7.18 -1.92
C -1.58 -6.29 -2.82
C -1.41 -4.96 -2.46
C -1.81 -4.52 -1.20
N -1.70 -3.17 -0.81
C -0.85 -2.24 -1.33
N 0.38 -2.73 -1.63
C 1.46 -2.18 -2.33
C 1.55 -0.83 -2.64
C 2.64 -0.35 -3.35
C 3.62 -1.22 -3.78
C 3.54 -2.57 -3.46
C 2.48 -3.07 -2.71
C 2.46 -4.52 -2.32
N -1.17 -0.97 -1.44
C -2.53 -0.59 -1.31
C -3.53 -1.36 -1.93
C -4.87 -1.12 -1.70
C -5.25 -0.09 -0.84
C -4.27 0.74 -0.33
C -2.92 0.54 -0.58
C -1.95 1.58 -0.10
H -3.27 -5.74 1.64
H -3.73 -4.20 0.91
H -2.11 -4.40 1.58
H -3.04 -7.43 0.01
H -2.27 -8.21 -2.20
H -1.27 -6.61 -3.80
H -1.01 -4.25 -3.17
H -2.51 -2.79 -0.34
H 0.50 -3.70 -1.37
H 2.73 0.71 -3.57
H 4.46 -0.85 -4.35
H 4.32 -3.25 -3.78
H 3.39 -5.00 -2.62
H 1.64 -5.06 -2.79
H 2.38 -4.64 -1.23
H -3.24 -2.15 -2.61
H -5.62 -1.72 -2.19
H -6.29 0.07 -0.60
H -4.56 1.59 0.29
H -2.44 2.56 -0.09
H -1.09 1.65 -0.77
H -1.59 1.37 0.91
S 1.37 0.63 0.02
Sb 1.24 2.93 1.46
C -0.30 4.41 1.89
C -0.35 5.64 1.25
C -1.47 6.45 1.42
C -2.53 6.01 2.19
C -2.47 4.78 2.83
C -1.36 3.97 2.67
C 1.26 1.88 3.33
C 1.52 2.59 4.50
C 1.53 1.93 5.72
C 1.28 0.57 5.77
C 1.00 -0.14 4.61
C 0.99 0.52 3.39
C 3.25 3.68 1.32
C 4.27 2.74 1.35
C 5.57 3.14 1.13
C 5.86 4.47 0.85
C 4.83 5.40 0.82
C 3.52 5.01 1.04
H 0.46 5.97 0.61
H -1.51 7.41 0.93
H -3.42 6.62 2.29
H -3.30 4.44 3.44
H -1.31 3.00 3.16
H 1.71 3.66 4.46
H 1.74 2.48 6.62
H 1.29 0.06 6.73
H 0.80 -1.20 4.64
H 0.78 -0.02 2.48
H 4.04 1.70 1.56
H 6.37 2.40 1.17
H 6.88 4.78 0.67
H 5.05 6.44 0.61
H 2.73 5.75 1.01
F 0.34 2.41 -3.29
C -0.21 1.16 -3.50
F -1.55 1.36 -3.54
F 0.15 0.81 -4.73
```

LUMO energy (spin up / spin down) in eV: -4.5 / -4.5
HOMO level (spin up / spin down) in eV: -10.366 / -10.377
Energy in eV: -110732.425
Net charge: +1
Energy above the lowest of the compared OMol25 structures with the same formula, charge and spin in kcal/mol: 45.6
Spin multiplicity: 1

---

No. 2
ORCA calculation (ωB97M-V/def2-TZVPD) on C35H49N2O5S3SeSi2Ti as an isolated structure.

XYZ file:
```
98
C35H49N2O5S3SeSi2Ti (ωB97M-V/def2-TZVPD)
Ti -0.20 0.08 0.30
O 1.56 -0.39 -1.23
S 2.47 0.48 -2.07
C 2.13 0.03 -3.82
C 1.14 -1.12 -3.94
C -0.29 -0.63 -4.17
C -1.32 -1.70 -3.83
S -2.17 -1.37 -2.26
O -1.15 -0.60 -1.44
C -3.36 -0.16 -2.83
C -4.55 -0.64 -3.36
C -5.51 0.26 -3.80
C -5.27 1.63 -3.69
C -4.09 2.09 -3.13
C -3.12 1.19 -2.70
C 4.09 -0.26 -1.90
C 5.18 0.60 -1.92
C 6.46 0.08 -1.79
C 6.63 -1.29 -1.63
C 5.53 -2.14 -1.61
C 4.25 -1.63 -1.75
H 3.10 -0.19 -4.27
H 1.74 0.94 -4.28
H 1.17 -1.72 -3.03
H 1.44 -1.77 -4.77
H -0.42 -0.32 -5.21
H -0.46 0.26 -3.56
H -0.86 -2.68 -3.70
H -2.12 -1.80 -4.57
H -4.74 -1.71 -3.43
H -6.44 -0.10 -4.23
H -6.02 2.33 -4.03
H -3.90 3.15 -3.04
H -2.20 1.55 -2.25
H 5.02 1.67 -2.02
H 7.31 0.74 -1.80
H 7.63 -1.70 -1.52
H 5.68 -3.21 -1.48
H 3.39 -2.28 -1.72
C -2.56 -0.19 3.38
Si -0.73 -0.39 2.91
C 0.14 0.92 3.97
C -0.22 -2.06 3.57
C -0.21 -2.39 4.93
C 0.12 -3.67 5.34
C 0.44 -4.64 4.39
C 0.44 -4.32 3.04
C 0.12 -3.03 2.62
Si 0.12 -2.49 0.82
C 1.75 -3.10 0.10
C -1.18 -3.55 -0.06
H -2.66 -0.42 4.44
H -3.22 -0.88 2.85
H -2.92 0.83 3.23
H -0.33 0.92 4.96
H 0.07 1.93 3.57
H 1.19 0.66 4.10
H -0.46 -1.65 5.67
H 0.12 -3.93 6.39
H 0.69 -5.65 4.71
H 0.69 -5.09 2.32
H 1.97 -4.10 0.48
H 2.60 -2.46 0.36
H 1.69 -3.16 -0.99
H -1.06 -4.59 0.26
H -1.05 -3.53 -1.15
H -2.20 -3.25 0.17
C 3.92 0.36 1.83
S 2.71 1.38 1.00
C 2.74 2.81 2.08
O 1.40 0.69 1.36
H 3.62 0.22 2.87
H 4.89 0.86 1.76
H 3.95 -0.59 1.31
H 3.72 3.28 1.98
H 2.55 2.49 3.10
H 1.96 3.48 1.73
Se 0.06 2.50 -1.05
C 0.09 3.84 0.30
C 0.72 5.07 0.05
C 0.79 6.00 1.07
N 0.30 5.82 2.30
C -0.30 4.66 2.52
C -0.44 3.65 1.57
H 1.15 5.28 -0.92
H 1.28 6.96 0.89
H -0.70 4.51 3.52
H -0.95 2.74 1.83
N -5.63 1.05 0.12
C -4.38 1.57 0.66
C -3.29 0.53 0.49
O -3.71 -0.68 0.21
O -2.10 0.80 0.63
H -5.79 1.37 -0.83
H -6.43 1.30 0.68
H -4.69 -0.58 0.11
H -4.48 1.76 1.73
H -4.03 2.50 0.20
```

LUMO energy in eV: -2.0
HOMO level in eV: -9.514
Energy in eV: -187026.991
Net charge: +1
Energy above the lowest of the compared OMol25 structures with the same formula, charge and spin in kcal/mol: 1.3
Spin multiplicity: 1